Entry 1:
Entry from the Open Molecules 2025 dataset: C5H8N2O3 in the gas phase in a non-equilibrium geometry (ωB97M-V/def2-TZVPD).

```
18
Properties=species:S:1:pos:R:3:lowdin_charge:R:1
C -1.390 1.547 -2.365 0.088
C -0.433 2.175 -1.579 -0.409
O -0.228 3.495 -1.328 0.086
O 0.383 1.416 -0.775 0.071
C 0.058 0.251 -0.218 -0.497
O -1.093 -0.143 -0.081 0.092
N 1.234 -0.418 0.162 0.075
C 1.441 -1.571 0.832 -0.159
C 0.546 -2.301 1.580 -0.195
N -0.636 -1.997 2.122 0.085
H -2.197 2.109 -3.017 0.104
H -1.436 0.477 -2.498 0.052
H 0.140 3.522 -0.432 0.122
H 2.114 0.102 0.095 0.156
H 2.419 -1.952 0.587 0.101
H 0.943 -3.182 1.971 0.086
H -1.020 -2.454 2.936 0.107
H -0.845 -1.075 2.009 0.037
```

Output
SMILES = C=C(O)OC(=O)N/C=C\N
LUMO level = 0.5 eV
multiplicity = 1
gap between HOMO and LUMO = 7.93 eV
total charge = 0

Entry 2:
Entry from the Open Molecules 2025 dataset: 2 unconnected molecules or ions with the total composition C5H8N2O3 in a non-equilibrium geometry (ωB97M-V/def2-TZVPD).

```
18
Properties=species:S:1:pos:R:3:lowdin_charge:R:1
O 1.065 -1.372 0.538 0.017
C 0.095 -0.618 0.160 -0.314
C 0.334 0.842 0.069 -0.034
C -0.693 1.642 -0.048 -0.040
N -2.108 1.157 0.252 0.129
C -2.339 -0.166 -0.097 -0.534
O -3.440 -0.622 -0.201 0.086
N -1.253 -1.085 -0.203 0.199
H 1.355 1.193 -0.342 0.108
H -0.605 2.776 -0.151 0.138
H -2.848 1.742 -0.033 0.117
H -1.411 -2.019 -0.012 0.116
C 3.590 0.687 0.038 -0.185
O 3.181 -0.601 -0.335 -0.126
H 3.263 0.821 1.102 0.100
H 4.701 0.841 0.080 0.092
H 3.059 1.403 -0.610 0.060
H 3.632 -0.822 -1.130 0.070
```

Output
SMILES = O=c1cc[nH]c(=O)[nH]1.CO
LUMO level = 0.4 eV
multiplicity = 1
gap between HOMO and LUMO = 10.20 eV
total charge = 0

Entry 3:
Entry from the Open Molecules 2025 dataset: 2 unconnected molecules or ions with the total composition C5H8N2O3 in a non-equilibrium geometry (ωB97M-V/def2-TZVPD).

```
18
Properties=species:S:1:pos:R:3:lowdin_charge:R:1
N -1.162 -0.045 0.963 0.161
C -0.097 -0.088 1.506 -0.089
C 1.257 -0.707 1.653 -0.319
O 1.356 -1.845 2.028 0.163
C 2.463 0.143 1.262 -0.295
O 3.597 -0.268 1.972 0.012
C 2.749 0.151 -0.240 -0.255
C 2.977 -1.100 -1.002 -0.124
N 1.811 -0.264 -1.272 0.044
H 2.250 1.177 1.577 0.166
H 3.807 -1.183 1.743 0.105
H 3.340 1.029 -0.512 0.146
H 3.743 -1.115 -1.779 0.107
H 2.818 -2.056 -0.494 0.113
H 0.955 -0.681 -0.916 0.080
O -0.861 1.691 2.680 -0.211
H -0.619 1.302 3.533 0.027
H -1.662 1.247 1.907 0.168
```

Output
SMILES = N#CC(=O)[C@@H](O)[C@H]1CN1.O
LUMO level = -1.0 eV
multiplicity = 1
gap between HOMO and LUMO = 9.05 eV
total charge = 0

Entry 4:
Entry from the Open Molecules 2025 dataset: C5H8N2O4 in the gas phase in a non-equilibrium geometry (ωB97M-V/def2-TZVPD).

```
19
Properties=species:S:1:pos:R:3:lowdin_charge:R:1
O 0.018 -2.913 0.395 -0.061
N -0.909 -2.144 0.273 -0.048
N -0.520 -0.921 0.157 -0.102
C -1.509 0.037 0.077 -0.150
C -0.890 1.103 -0.948 -0.511
O -0.694 0.580 -2.237 -0.046
C 0.398 1.382 -0.337 -0.086
C 0.973 -0.200 -0.039 -0.011
C 1.779 -0.325 1.254 -0.278
O 2.716 0.650 1.230 -0.017
O 1.766 -1.466 2.115 0.089
H -1.742 0.819 0.935 0.156
H -2.324 -0.642 -0.208 0.127
H -1.578 2.051 -0.863 0.169
H -1.795 0.667 -2.309 0.203
H 1.108 2.014 -1.018 0.156
H 0.153 1.972 0.756 0.186
H 1.658 -0.443 -0.929 0.177
H 1.392 -2.222 1.696 0.046
```

Output
SMILES = O=NN1C[C@H](O)C[C@H]1C(=O)O
LUMO level = 0.1 eV
multiplicity = 1
gap between HOMO and LUMO = 10.03 eV
total charge = 0

Entry 5:
Entry from the Open Molecules 2025 dataset: C5H8N2OS in the gas phase in a non-equilibrium geometry (ωB97M-V/def2-TZVPD).

```
17
Properties=species:S:1:pos:R:3:lowdin_charge:R:1
C -0.607 0.033 -1.735 -0.040
C -0.109 -0.412 -0.317 -0.428
N -1.248 -0.400 0.454 0.071
N 0.963 0.636 0.113 -0.159
C 1.382 1.638 -0.580 -0.197
S 2.243 2.801 0.509 0.875
O 1.209 3.790 0.867 -0.542
C 2.171 1.460 1.889 -0.166
C 1.315 0.516 1.541 -0.123
H -1.197 -0.696 -2.189 0.058
H -1.073 0.946 -1.436 0.066
H 0.341 0.161 -2.297 0.077
H 0.506 -1.351 -0.351 0.161
H -1.074 -0.528 1.410 0.049
H -1.526 0.583 0.336 0.111
H 2.794 1.548 2.767 0.068
H 0.769 -0.260 2.104 0.116
```

Output
SMILES = C[C@H](N)N1C#S(=O)C=C1
LUMO level = -0.4 eV
multiplicity = 1
gap between HOMO and LUMO = 8.33 eV
total charge = 0

Entry 6:
Entry from the Open Molecules 2025 dataset: a molecular structure, C5H8N2S in a non-equilibrium geometry (ωB97M-V/def2-TZVPD).

```
16
Properties=species:S:1:pos:R:3:lowdin_charge:R:1
C 1.563 0.004 0.665 -0.469
C 0.415 -1.087 0.433 -0.243
C -1.827 -0.570 -0.424 -0.363
C -0.424 1.050 -0.105 -0.062
C 0.839 1.334 0.382 -0.118
H 2.969 1.125 -1.192 -0.112
H 2.105 -0.259 1.631 0.113
H 0.727 -2.072 0.072 0.110
H -0.101 -1.483 1.371 0.134
H -2.405 -1.752 0.046 0.203
H -3.488 -0.188 -1.097 0.095
H -1.109 1.838 -0.299 0.105
H 1.191 2.320 0.517 0.077
N -0.549 -0.351 -0.198 -0.147
N -2.559 0.329 -0.853 0.040
S 2.652 -0.239 -0.948 0.635
```

Output
LUMO level = 0.8 eV
multiplicity = 1
gap between HOMO and LUMO = 8.90 eV
total charge = 0

Entry 7:
Entry from the Open Molecules 2025 dataset: 2 unconnected molecules or ions with the total composition C5H8N2S in a non-equilibrium geometry (ωB97M-V/def2-TZVPD).

```
16
Properties=species:S:1:pos:R:3:lowdin_charge:R:1
C 1.529 -1.622 0.014 -0.126
C 1.793 -0.281 -0.135 -0.795
C -0.441 -0.556 0.274 -0.007
C -2.713 -0.096 -0.361 0.217
C 0.608 1.756 0.268 -0.094
N 0.525 0.355 -0.017 -0.126
N 0.205 -1.782 0.167 0.052
S 3.251 0.535 -0.150 0.528
H 2.158 -2.402 -0.146 0.088
H -3.315 -0.594 0.323 0.010
H -2.518 0.846 0.034 -0.017
H -2.635 -0.031 -1.340 -0.028
H 0.424 2.044 1.247 0.071
H 1.562 2.167 0.204 -0.013
H -0.105 2.252 -0.464 0.118
H -0.325 -2.592 0.081 0.123
```

Output
LUMO level (spin up / spin down) = -1.3 / -1.3 eV
multiplicity = 1
gap between HOMO and LUMO (spin up / spin down) = 5.32 / 5.32 eV
total charge = 0

Entry 8:
Entry from the Open Molecules 2025 dataset: C5H8N2S in the gas phase in a non-equilibrium geometry (ωB97M-V/def2-TZVPD).

```
16
Properties=species:S:1:pos:R:3:lowdin_charge:R:1
S -3.276 -0.397 -0.045 0.649
C -2.029 0.720 -0.136 -0.517
C -0.667 0.260 0.218 -0.489
C -0.228 -1.089 0.436 -0.175
N 1.320 -1.067 0.368 -0.047
C 1.614 -0.152 -0.616 -0.202
C 0.554 0.995 -0.365 -0.180
N 0.263 1.150 1.011 0.102
H -2.276 1.787 -0.302 0.068
H -0.756 -1.776 -0.278 0.109
H -0.356 -1.639 1.373 0.124
H 1.465 -2.029 0.250 0.090
H 1.494 -0.597 -1.587 0.112
H 2.620 0.066 -0.564 0.089
H 0.519 1.739 -1.102 0.124
H -0.261 2.028 1.337 0.144
```

Output
SMILES = S=C[C@@]12CNC[C@@H]1N2
LUMO level = -0.5 eV
multiplicity = 1
gap between HOMO and LUMO = 8.16 eV
total charge = 0

Number 1: energy -530.497071 Eh. Number 2: energy -530.512331 Eh. Number 3: energy -530.398665 Eh. Number 4: energy -605.572352 Eh. Number 5: energy -778.092591 Eh. Number 6: energy -702.877969 Eh. Number 7: energy -702.828055 Eh. Number 8: energy -702.904030 Eh.